C11H17N3O3S | wB97M-V/def2-TZVPD

Atoms and positions in Å:
C1 -1.722 -0.307 -1.996
C2 -2.235 0.629 -0.902
N1 -1.506 0.471 0.339
C3 -1.840 -0.693 1.146
C4 -2.917 -0.367 2.176
C5 -0.549 1.288 0.814
O1 0.064 1.052 1.841
C6 -0.210 2.552 0.036
S1 0.714 2.149 -1.492
C7 1.845 1.009 -0.710
N2 1.612 -0.249 -0.820
C8 2.462 -1.097 -0.171
O2 2.220 -2.405 -0.264
C9 1.082 -2.801 -1.008
C10 3.535 -0.655 0.554
C11 3.815 0.742 0.667
O3 4.721 1.290 1.249
N3 2.869 1.536 -0.036
H1 -0.647 -0.194 -2.109
H2 -2.202 -0.060 -2.939
H3 -1.940 -1.346 -1.763
H4 -2.154 1.657 -1.250
H5 -3.291 0.423 -0.702
H6 -0.932 -1.014 1.661
H7 -2.179 -1.490 0.482
H8 -3.158 -1.255 2.753
H9 -2.554 0.401 2.854
H10 -3.823 -0.009 1.692
H11 -1.083 3.123 -0.273
H12 0.424 3.173 0.671
H13 1.150 -2.452 -2.040
H14 1.074 -3.888 -0.976
H15 0.172 -2.402 -0.556
H16 4.182 -1.353 1.056
H17 3.001 2.541 0.013

Output
Highest occupied orbital energy ... -8.798 eV
Structure (SMILES) ... CCN(CC)C(=O)CSc1nc(OC)cc(=O)[nH]1
Gap between HOMO and LUMO ... 9.1 eV



C11H17NO6 | wB97M-V/def2-TZVPD

Atoms and positions in Å:
C1 -2.029 1.289 3.586
C2 -2.844 -0.148 3.737
O1 -2.344 -1.215 2.856
C3 -1.029 -1.723 3.280
C4 -0.077 -2.283 2.067
O2 -0.754 -2.456 0.772
C5 -0.837 -1.198 0.013
C6 0.172 -1.164 -1.320
O3 -0.597 -0.493 -2.380
C7 0.245 -0.159 -3.548
C8 1.102 1.205 -3.099
C9 2.582 1.335 -3.211
N1 3.639 0.375 -3.712
C10 2.742 2.865 -2.555
O4 3.981 3.252 -2.242
O5 1.432 3.519 -2.392
C11 0.342 2.501 -2.443
O6 -0.939 2.627 -2.002
H1 -1.611 1.477 2.508
H2 -2.669 2.223 3.915
H3 -1.121 1.213 4.354
H4 -2.959 -0.494 4.868
H5 -3.955 0.086 3.374
H6 -0.380 -0.943 3.890
H7 -1.249 -2.621 4.034
H8 0.892 -1.615 1.938
H9 0.305 -3.359 2.405
H10 -1.954 -0.966 -0.286
H11 -0.489 -0.330 0.746
H12 0.503 -2.267 -1.581
H13 1.136 -0.600 -0.971
H14 -0.390 0.045 -4.538
H15 0.989 -1.039 -3.799
H16 3.553 0.348 -4.752
H17 4.614 0.714 -3.512

Output
Highest occupied orbital energy ... -9.566 eV
Structure (SMILES) ... CCOCCOCCOCC1=C(N)C(=O)OC1=O
Gap between HOMO and LUMO ... 8.1 eV



C11H17O2P | wB97M-V/def2-TZVPD

Atoms and positions in Å:
C1 4.208 1.488 -0.323
C2 2.957 1.315 0.530
C3 2.334 -0.074 0.408
C4 1.786 -0.370 -0.985
C5 0.942 -1.636 -0.986
P1 -0.478 -1.543 0.184
O1 -0.261 -2.029 1.553
O2 -1.560 -2.474 -0.587
C6 -1.172 0.134 0.061
C7 -1.224 0.923 1.199
C8 -1.734 2.207 1.123
C9 -2.189 2.698 -0.090
C10 -2.141 1.905 -1.227
C11 -1.631 0.622 -1.153
H1 4.940 0.719 -0.084
H2 4.661 2.460 -0.138
H3 3.971 1.422 -1.382
H4 2.216 2.067 0.247
H5 3.217 1.488 1.577
H6 3.075 -0.832 0.675
H7 1.512 -0.155 1.123
H8 1.173 0.474 -1.314
H9 2.606 -0.487 -1.698
H10 0.543 -1.840 -1.980
H11 1.532 -2.499 -0.668
H12 -2.008 -3.005 0.075
H13 -0.867 0.513 2.132
H14 -1.776 2.825 2.008
H15 -2.585 3.701 -0.151
H16 -2.502 2.291 -2.169
H17 -1.592 -0.010 -2.028

Output
Highest occupied orbital energy ... -9.807 eV
Structure (SMILES) ... CCCCC[P@](=O)(O)c1ccccc1
Gap between HOMO and LUMO ... 10.6 eV



C11H18 | wB97M-V/def2-TZVPD

Atoms and positions in Å:
C1 -2.921 -2.282 -0.164
C2 -1.523 -2.130 -0.852
C3 -0.614 -1.794 0.358
C4 -0.509 -0.470 1.005
C5 0.532 -0.172 1.818
C6 1.610 -1.086 1.917
C7 1.436 -2.340 1.390
C8 0.297 -2.779 0.742
H1 -2.827 -2.962 0.662
H2 -3.741 -2.660 -0.727
H3 -3.114 -1.277 0.271
H4 -1.224 -2.918 -1.433
H5 -1.521 -1.305 -1.447
H6 -1.496 0.065 0.662
H7 0.314 0.767 2.367
H8 2.563 -0.703 2.464
H9 2.285 -3.020 1.337
H10 0.086 -3.876 0.690
C9 0.276 2.879 -2.043
C10 0.704 2.367 -0.741
C11 1.923 3.145 -0.095
H11 0.429 2.101 -2.888
H12 -0.824 2.951 -2.090
H13 0.594 3.848 -2.353
H14 -0.023 2.267 0.023
H15 0.916 1.335 -0.812
H16 1.649 4.292 -0.117
H17 2.019 2.790 0.883
H18 2.705 2.968 -0.825

Output
Highest occupied orbital energy ... -8.720 eV
Structure (SMILES) ... CCc1ccccc1.CCC
Gap between HOMO and LUMO ... 9.7 eV